1.
Entry from the Open Molecules 2025 dataset: a 2-piece molecular cluster, C5H9NO overall (wB97M-V/def2-TZVPD).

Each line ends with the natural charge from an NBO analysis.
Atoms and positions in Å:
H1 1.80 2.11 -0.58  0.24
H2 2.87 -1.29 1.60  0.48
H3 -2.53 -1.33 0.23  0.21
H4 -2.38 -2.88 -0.64  0.21
H5 -0.96 -2.19 0.21  0.23
H6 -1.09 1.85 0.54  0.22
C1 -0.02 0.60 -0.99  0.00
C2 0.83 0.04 -0.05  0.16
H7 -0.74 2.64 -1.07  0.22
C3 -0.48 1.84 -0.37  -0.43
C4 -1.86 -1.95 -0.37  -0.86
H8 -1.58 -1.42 -1.28  0.21
N1 1.38 -0.92 0.55  -0.19
H9 1.15 1.78 1.09  0.27
C5 1.02 1.63 0.01  -0.41
O1 2.58 -0.50 1.13  -0.58

Computed properties:
Kohn-Sham gap (eV): 8.7491
Total charge: 0
Calculated total energy (hartree): -325.68979
2S+1: 1
ΔE to the lowest compared entry with this formula, charge and spin (kJ/mol): 650.5
HOMO (eV): -8.23

***

2.
Entry from the Open Molecules 2025 dataset: one molecule with the formula C5H9NO at a distorted geometry (wB97M-V/def2-TZVPD).

Each line ends with the natural charge from an NBO analysis.
Atoms and positions in Å:
N1 0.19 2.87 -0.63  -0.33
C1 0.65 0.54 0.49  -0.34
H1 2.67 0.43 -0.30  0.22
H2 -1.07 -2.14 0.92  0.47
H3 1.47 -0.42 -1.30  0.21
H4 -1.02 -0.60 -1.52  0.22
H5 1.99 -1.13 0.24  0.24
H6 1.00 0.72 1.51  0.25
H7 -1.24 0.17 1.44  0.17
C2 -1.55 -0.22 -0.64  -0.65
C3 -0.67 -0.27 0.60  0.12
C4 0.39 1.85 -0.12  0.29
H8 -2.44 -0.84 -0.49  0.21
O1 -0.28 -1.59 0.92  -0.72
H9 -1.88 0.80 -0.85  0.23
C5 1.76 -0.19 -0.27  -0.59

Computed properties:
Kohn-Sham gap (eV): 11.5116
Total charge: 0
Calculated total energy (hartree): -325.90147
2S+1: 1
ΔE to the lowest compared entry with this formula, charge and spin (kJ/mol): 94.7
HOMO (eV): -10.86

***

3.
Entry from the Open Molecules 2025 dataset: one molecule with the formula C5H9NO at a distorted geometry (wB97M-V/def2-TZVPD).

Each line ends with the natural charge from an NBO analysis.
Atoms and positions in Å:
C1 -0.58 1.57 2.20  -0.10
C2 -0.82 0.06 0.11  -0.05
H1 -0.99 2.43 2.73  0.19
N1 0.20 -0.76 0.22  -0.47
H2 -0.40 0.69 2.82  0.18
H3 -1.48 -0.39 -0.64  0.22
O1 0.43 1.86 1.25  -0.50
H4 1.96 -1.07 -2.05  0.19
H5 -1.44 2.16 0.27  0.20
H6 0.61 -1.77 -2.95  0.21
C3 0.86 -1.14 -2.09  -0.65
C4 -0.83 1.40 0.75  0.00
C5 0.33 -1.69 -0.79  -0.18
H7 0.49 -0.13 -2.30  0.21
H8 0.74 -2.64 -0.47  0.16
H9 0.90 -0.58 0.94  0.39

Computed properties:
Kohn-Sham gap (alpha / beta) (eV): 6.8969 / 7.9957
Total charge: 0
Calculated total energy (hartree): -325.74543
2S+1: 1
ΔE to the lowest compared entry with this formula, charge and spin (kJ/mol): 504.4
HOMO (alpha / beta) (eV): -6.31 / -7.16

***

4.
Entry from the Open Molecules 2025 dataset: one molecule with the formula C5H9NO (wB97M-V/def2-TZVPD).

Each line ends with the natural charge from an NBO analysis.
Atoms and positions in Å:
O1 1.08 2.11 1.32  -0.70
H1 -0.08 -2.11 -1.73  0.20
H2 1.92 -0.27 -0.76  0.22
C1 -0.78 0.84 0.18  -0.45
H3 -1.71 -1.29 -1.60  0.19
H4 0.92 2.00 -0.66  0.18
C2 -0.75 -1.52 -1.12  -0.25
C3 -0.22 -0.55 -0.15  0.08
H5 -1.45 1.29 -0.55  0.22
N1 -0.73 -1.82 0.31  -0.58
C4 0.68 1.37 0.20  0.11
H6 0.92 1.57 2.10  0.46
H7 1.66 -0.46 0.98  0.22
H8 -1.24 0.88 1.18  0.21
H9 -1.66 -1.71 0.71  0.35
C5 1.22 -0.08 0.06  -0.44

Computed properties:
Kohn-Sham gap (eV): 10.5136
Total charge: 0
Calculated total energy (hartree): -325.84139
2S+1: 1
ΔE to the lowest compared entry with this formula, charge and spin (kJ/mol): 252.5
HOMO (eV): -9.53

***

5.
Entry from the Open Molecules 2025 dataset: one molecule with the formula C5H9NO (wB97M-V/def2-TZVPD).

Each line ends with the natural charge from an NBO analysis.
Atoms and positions in Å:
C1 -0.68 1.22 0.98  -0.61
H1 -0.82 -1.76 -0.81  0.21
H2 2.43 -0.51 -1.50  0.40
C2 0.51 0.48 -1.27  0.69
N1 1.64 -0.21 -0.94  -0.63
H3 -2.04 -0.48 -0.74  0.22
H4 1.81 0.01 1.18  0.19
H5 -1.60 -1.36 0.74  0.21
H6 -1.54 1.71 0.51  0.23
C3 1.23 -0.53 0.42  -0.20
C4 -0.15 0.11 0.08  -0.14
H7 1.21 -1.60 0.66  0.19
H8 -1.01 0.81 1.94  0.21
H9 0.07 1.99 1.19  0.22
C5 -1.22 -0.94 -0.20  -0.60
O1 0.16 1.08 -2.25  -0.59

Computed properties:
Kohn-Sham gap (eV): 10.4457
Total charge: 0
Calculated total energy (hartree): -325.91008
2S+1: 1
ΔE to the lowest compared entry with this formula, charge and spin (kJ/mol): 72.1
HOMO (eV): -9.61

***

6.
Entry from the Open Molecules 2025 dataset: one molecule with the formula C5H9NO (wB97M-V/def2-TZVPD).

Each line ends with the natural charge from an NBO analysis.
Atoms and positions in Å:
C1 2.05 -0.10 0.81  -0.26
C2 -1.04 -1.44 -0.17  -0.62
H1 -0.05 -1.53 -0.63  0.22
H2 -1.41 2.03 0.10  0.20
H3 -0.93 -1.64 0.90  0.20
C3 -1.65 -0.06 -0.41  -0.42
C4 -0.87 1.08 0.21  -0.06
H4 2.24 -0.62 1.73  0.23
H5 -1.76 0.13 -1.48  0.21
O1 0.38 1.32 -0.48  -0.47
C5 1.43 0.72 0.03  0.45
H6 -0.66 0.90 1.27  0.18
H7 -2.66 -0.03 0.03  0.21
H8 -1.68 -2.23 -0.59  0.21
N1 2.84 0.95 -0.04  -0.61
H9 3.21 0.47 -0.87  0.32

Computed properties:
Kohn-Sham gap (eV): 8.8998
Total charge: 0
Calculated total energy (hartree): -325.77114
2S+1: 1
ΔE to the lowest compared entry with this formula, charge and spin (kJ/mol): 436.9
HOMO (eV): -7.92

***

7.
Entry from the Open Molecules 2025 dataset: one molecule with the formula C5H9NO at a distorted geometry (wB97M-V/def2-TZVPD).

Each line ends with the natural charge from an NBO analysis.
Atoms and positions in Å:
H1 -1.21 -0.42 1.46  0.14
H2 1.24 -2.61 -1.60  0.21
N1 -0.40 1.08 0.45  -0.61
H3 0.20 1.99 1.01  0.44
H4 1.85 -1.22 -2.50  0.21
H5 1.36 0.88 -0.92  0.22
H6 -1.10 -0.99 -1.42  0.20
H7 2.45 -1.11 -0.14  0.22
C1 -1.15 0.59 1.40  0.50
O1 -1.50 1.43 2.39  -0.65
C2 1.22 -1.45 -1.70  -0.41
C3 -0.23 -0.58 -1.66  -0.40
C4 0.38 0.25 -0.50  -0.05
C5 1.35 -1.07 -0.18  -0.43
H8 0.84 -1.92 0.44  0.20
H9 -0.27 -0.08 -2.70  0.21

Computed properties:
Kohn-Sham gap (eV): 10.2529
Total charge: 0
Calculated total energy (hartree): -325.74070
2S+1: 1
ΔE to the lowest compared entry with this formula, charge and spin (kJ/mol): 516.8
HOMO (eV): -9.60

***

8.
Entry from the Open Molecules 2025 dataset: C5H9NO as an isolated structure at a distorted geometry (wB97M-V/def2-TZVPD).

Each line ends with the natural charge from an NBO analysis.
Atoms and positions in Å:
H1 -1.37 -1.25 -1.41  0.21
C1 -0.91 -0.36 1.20  -0.60
C2 -0.31 -1.12 -1.14  -0.60
H2 -0.53 2.14 0.08  0.18
H3 -0.45 -1.24 1.66  0.23
H4 -0.76 1.56 -1.61  0.19
H5 0.26 -0.88 -2.04  0.22
C3 -0.18 -0.03 -0.09  -0.16
H6 2.79 0.22 1.46  0.38
C4 -0.24 1.40 -0.67  -0.06
O1 1.22 1.44 -0.77  -0.51
C5 1.25 0.38 0.12  0.60
H7 -0.84 0.46 1.92  0.21
N1 1.96 -0.07 1.03  -0.73
H8 -1.96 -0.58 1.00  0.21
H9 0.06 -2.07 -0.75  0.22

Computed properties:
Kohn-Sham gap (eV): 10.6036
Total charge: 0
Calculated total energy (hartree): -325.86563
2S+1: 1
ΔE to the lowest compared entry with this formula, charge and spin (kJ/mol): 188.8
HOMO (eV): -9.65

***

What is the calculated total energy in the seventh record? -325.74070 hartree